DFT (ωB97M-V/def2-TZVPD) results for a 17-piece molecular cluster, C30H85F8N4O19 overall at a distorted geometry.

Cartesian coordinates (Å):
C: 3.81762 -3.29658 3.46029
C: 3.50431 -1.82109 3.57818
O: 2.16325 -1.62303 3.10301
C: 1.86099 -0.29939 2.79240
N: 1.22583 -0.28835 1.48469
C: -0.01699 -0.08459 0.99999
N: -1.10776 0.20422 1.69631
C: -1.25696 0.36197 3.13708
C: -2.68812 0.74469 3.47688
O: -3.58423 -0.29253 3.13320
C: -4.53418 0.01179 2.13380
C: -4.93093 -1.26777 1.38492
F: -6.26805 -1.26475 1.17960
F: -4.63652 -2.36504 2.11214
C: -4.21834 -1.41858 0.01246
F: -2.94687 -1.78824 0.26500
F: -4.19961 -0.21351 -0.59880
C: -4.84188 -2.43283 -0.97135
F: -5.02711 -3.59143 -0.33137
F: -6.05306 -1.95323 -1.33728
C: -4.02460 -2.67959 -2.28177
F: -2.95930 -1.85149 -2.35172
F: -3.57395 -3.94243 -2.30485
N: -0.03658 -0.23267 -0.33662
C: 1.18531 -0.56533 -0.70948
C: 1.59127 -0.90566 -2.09612
C: 2.93277 -0.34863 -2.57856
N: 1.97674 -0.60763 0.36498
O: 3.27261 -0.95283 0.48063
H: 4.78295 -3.49233 3.92999
H: 3.93196 -3.50639 2.39258
H: 3.03762 -3.91559 3.89748
H: 3.58826 -1.44062 4.59797
H: 4.23454 -1.27311 2.97079
H: 2.79992 0.26448 2.73739
H: 1.23592 0.18063 3.54264
H: -1.93397 0.28804 1.12384
H: -1.02142 -0.57581 3.64620
H: -0.60873 1.16733 3.49437
H: -2.73332 0.88412 4.56010
H: -2.96036 1.69723 3.01054
H: -5.44824 0.41810 2.57243
H: -4.15891 0.76145 1.43614
H: -4.67187 -2.51170 -3.14517
H: 1.58355 -2.00057 -2.14819
H: 0.77303 -0.55837 -2.72731
H: 3.31399 -1.00363 -3.36209
H: 3.68967 -0.31071 -1.79856
H: 2.80261 0.64220 -3.01132
H: 3.29741 -1.90156 0.72085
C: 4.99716 -4.99389 -0.53567
O: 3.98845 -4.68241 0.43725
H: 5.82764 -4.31453 -0.35891
H: 5.35299 -6.01861 -0.41562
H: 4.63885 -4.85055 -1.55596
H: 3.25027 -5.28241 0.29867
C: -8.86811 -3.29252 2.51526
O: -7.86908 -3.81927 3.38480
H: -9.83763 -3.48253 2.96902
H: -8.74658 -2.21413 2.38455
H: -8.84055 -3.77596 1.53559
H: -7.01134 -3.65259 2.98502
C: -9.34087 -4.45436 7.10408
O: -8.42282 -4.95802 6.14770
H: -8.97919 -4.74926 8.08648
H: -9.40318 -3.36198 7.07006
H: -10.34369 -4.86947 6.96582
H: -8.72067 -4.69668 5.26976
C: 6.51574 0.58257 0.04879
O: 5.48246 1.15276 0.84272
H: 7.28559 1.34071 -0.07168
H: 6.96157 -0.28870 0.53487
H: 6.15325 0.30305 -0.94474
H: 4.79470 0.49257 0.95871
C: -7.85696 1.02507 -3.06538
O: -6.48128 0.75713 -3.34087
H: -8.09034 1.99997 -3.48515
H: -8.50527 0.27616 -3.52615
H: -8.04576 1.05311 -1.98891
H: -6.27935 -0.10370 -2.96498
C: 2.87771 -3.25554 -6.09963
O: 2.86394 -3.07144 -4.67373
H: 3.86257 -2.96073 -6.44826
H: 2.70129 -4.30371 -6.35274
H: 2.13305 -2.62620 -6.57936
H: 1.99134 -3.33318 -4.36446
C: 0.65288 -1.28041 6.21043
O: 1.97279 -0.73735 6.23478
H: 0.56956 -1.86083 5.29358
H: 0.47748 -1.94098 7.06039
H: -0.10686 -0.49272 6.21066
H: 2.07446 -0.22927 7.04561
C: 3.61808 3.11854 3.89223
O: 4.11794 1.93629 4.51126
H: 4.45922 3.65329 3.46188
H: 2.91670 2.87769 3.08482
H: 3.12226 3.76450 4.62069
H: 3.37491 1.46568 4.90247
C: 9.75929 3.35425 -0.68566
O: 9.60544 3.41039 0.72987
H: 10.75404 3.73183 -0.90917
H: 9.68442 2.32920 -1.05738
H: 9.01746 3.98410 -1.18338
H: 8.73265 3.08520 0.96449
C: -6.41120 2.79007 0.11783
O: -5.78811 2.66100 1.40065
H: -5.86360 2.15255 -0.57312
H: -7.45245 2.46334 0.14854
H: -6.36718 3.81824 -0.24472
H: -6.26693 3.22406 2.01558
C: 5.14036 -6.04674 -4.23689
O: 4.23145 -5.36569 -3.38102
H: 5.44791 -6.95611 -3.72609
H: 4.67120 -6.32424 -5.18463
H: 6.02975 -5.44513 -4.44193
H: 3.94846 -4.55478 -3.82189
C: 2.06661 -0.06202 -8.42400
O: 2.51077 -0.21510 -7.07624
H: 2.61967 -0.78025 -9.02380
H: 0.99830 -0.27008 -8.52231
H: 2.27215 0.94107 -8.80273
H: 2.03422 0.42134 -6.53678
C: -8.95249 3.25243 -6.03928
O: -9.70285 3.62995 -4.88620
H: -8.56719 2.25381 -5.85096
H: -9.57390 3.22689 -6.93686
H: -8.11465 3.93388 -6.20214
H: -10.04951 4.51393 -5.03584
C: -13.42779 3.27026 -3.57062
O: -12.44669 2.47498 -2.91608
H: -14.36385 3.13788 -3.03442
H: -13.15550 4.32937 -3.54866
H: -13.56553 2.95233 -4.60745
H: -11.61752 2.59181 -3.39128
C: 12.19591 6.44950 -0.45321
O: 12.68428 5.34381 0.30232
H: 13.04617 7.01337 -0.82566
H: 11.59946 6.10303 -1.30203
H: 11.58366 7.09868 0.17940
H: 11.91764 4.86126 0.63022
C: 11.42278 8.69423 2.92148
O: 12.47311 7.77517 3.19125
H: 11.55494 9.56052 3.56450
H: 11.45060 9.03117 1.88075
H: 10.44685 8.24764 3.13395
H: 12.34191 7.01372 2.61747

Atomic forces in eV per Å
0.209 0.522 -0.384
0.397 -0.294 0.578
-0.154 0.117 -0.228
0.985 -0.335 0.209
-0.198 0.318 0.104
0.152 -0.190 0.129
-0.140 0.269 0.027
-0.137 0.030 -0.110
-0.031 0.004 0.196
0.218 -0.121 -0.278
-0.051 0.074 0.341
0.215 -0.123 0.072
-0.103 0.130 -0.084
-0.086 -0.032 0.058
-0.120 -0.096 0.013
0.234 0.012 0.078
-0.012 0.138 -0.121
0.108 0.047 0.088
-0.048 -0.169 0.101
-0.141 0.074 -0.241
-0.105 0.005 -0.021
0.003 0.074 -0.075
0.070 -0.085 0.045
-0.249 0.116 -0.113
0.001 0.032 0.164
0.013 -0.097 0.019
0.080 -0.125 -0.242
-0.043 -0.034 -0.104
0.061 -0.174 0.136
-0.126 -0.104 0.082
-0.134 -0.456 0.221
0.062 -0.040 0.034
-0.127 -0.091 -0.005
-0.237 0.235 -0.104
-0.178 0.223 -0.170
-0.267 -0.082 -0.236
0.050 -0.069 -0.052
0.109 0.039 0.006
0.013 -0.086 0.062
-0.036 0.052 -0.036
-0.019 -0.064 -0.082
0.013 -0.031 -0.030
-0.108 0.005 -0.008
0.022 0.023 -0.002
0.066 0.038 0.001
0.017 -0.101 0.013
-0.047 0.078 -0.029
-0.071 0.072 0.017
0.061 0.059 0.156
0.002 -0.059 -0.039
0.003 0.194 -0.018
-0.097 0.226 -0.042
0.063 0.005 0.131
0.016 -0.014 0.017
0.094 -0.108 0.360
0.009 -0.031 0.004
0.220 0.028 -0.030
-0.270 0.069 -0.115
0.004 -0.021 0.037
-0.070 0.007 -0.018
-0.044 -0.001 -0.006
0.064 -0.059 0.090
0.052 -0.030 -0.132
-0.169 -0.007 0.110
-0.001 -0.002 0.019
-0.012 0.003 0.030
-0.011 0.004 0.031
0.280 0.038 -0.045
-0.147 -0.012 0.078
0.039 0.088 -0.032
0.017 0.014 -0.014
0.034 -0.010 -0.040
0.043 -0.028 -0.010
0.030 -0.036 -0.025
0.141 -0.044 -0.005
-0.067 0.013 0.066
-0.005 0.019 0.004
-0.057 0.032 0.020
-0.065 -0.009 -0.011
0.017 0.001 0.014
-0.015 -0.156 0.077
-0.018 -0.076 0.000
0.010 0.037 -0.002
0.041 0.009 -0.010
0.019 0.059 -0.029
-0.010 -0.030 0.001
0.113 0.017 0.023
-0.154 0.218 -0.117
0.011 -0.023 -0.003
-0.025 -0.017 -0.008
-0.015 -0.006 0.008
0.056 -0.069 0.038
-0.084 -0.185 0.133
-0.121 -0.041 -0.201
0.064 -0.053 0.016
-0.011 0.079 -0.025
-0.007 0.055 -0.055
0.070 0.005 0.148
-0.169 0.008 0.225
0.169 0.045 -0.080
0.014 -0.030 -0.075
0.014 0.016 -0.054
0.044 -0.027 -0.100
-0.012 0.027 0.032
0.045 -0.026 0.103
-0.087 0.077 -0.115
0.003 -0.005 -0.019
-0.005 -0.001 -0.012
0.005 0.000 -0.024
0.020 0.013 0.017
-0.041 0.024 0.017
-0.067 -0.104 -0.462
0.007 -0.021 0.001
0.021 -0.012 0.006
0.004 -0.010 -0.011
-0.131 0.133 -0.123
0.032 0.010 0.095
-0.116 0.048 -0.061
0.009 -0.007 -0.011
0.002 -0.008 -0.020
0.010 -0.006 -0.024
0.042 0.031 0.011
-0.062 0.063 0.077
-0.062 -0.048 -0.018
0.034 -0.012 -0.031
-0.011 -0.019 0.005
0.036 -0.047 -0.023
-0.012 0.012 0.051
0.217 -0.104 0.037
-0.005 0.064 -0.055
-0.015 0.000 0.007
-0.080 0.026 -0.031
-0.067 0.053 -0.011
0.066 -0.010 -0.018
-0.145 -0.271 0.208
-0.075 0.130 -0.018
0.065 -0.041 0.047
-0.014 0.132 -0.048
-0.022 0.128 -0.149
0.061 -0.070 0.079
0.076 -0.203 -0.061
-0.162 0.109 -0.039
0.068 -0.026 0.050
-0.070 0.049 0.010
-0.050 0.087 -0.028
0.186 -0.060 0.019

Energy   -3640.97411 a.u.
M   958.0 g mol⁻¹
Charge   +1
Strongest force on any atom   0.0206 hartree/bohr
Orbital gap   0.3285 Ha